Computed, not measured: a single CH3IOS2 molecule in a non-equilibrium geometry, with ωB97M-V with the def2-TZVPD basis set.

Its total energy is -32901.291 eV. The expectation value of S² is 2.008. Its highest occupied orbital energy (alpha / beta) is -7.7 / -9.5 eV. The orbital gap (alpha / beta) is 7.55 / 5.89 eV. The calculation puts the relative energy (zero: lowest compared OMol25 entry of this formula, charge and spin) at 10.2 kcal/mol.

Structure (ORCA input):
```
! wB97M-V def2-TZVPD RIJCOSX def2/J DEFGRID3
* xyz 0 3
C -1.21 0.19 0.31
O 0.82 -0.68 -1.51
S -0.01 -0.84 1.25
S 1.56 -1.01 -0.30
I 3.31 0.97 0.11
H -1.76 -0.41 -0.49
H -0.69 1.04 -0.19
H -2.03 0.75 0.84
*
```

---

Computed, not measured: a molecular structure, CH3IS3, with ωB97M-V with the def2-TZVPD basis set.

Its total energy is -41690.563 eV. Its highest occupied orbital energy (alpha / beta) is -8.9 / -8.7 eV. The orbital gap (alpha / beta) is 7.10 / 6.27 eV. The calculation puts the relative energy (zero: lowest compared OMol25 entry of this formula, charge and spin) at 36.4 kcal/mol.

Structure (ORCA input):
```
! wB97M-V def2-TZVPD RIJCOSX def2/J DEFGRID3
* xyz 0 1
C 1.21 0.25 0.04
S -0.07 -0.99 0.44
S 0.67 -2.60 -0.37
S -1.96 1.00 -0.25
I -4.23 0.92 0.22
H 1.76 -0.10 -0.83
H 1.88 0.32 0.90
H 0.74 1.20 -0.15
*
```

---

Computed, not measured: a single CH3N molecule, with ωB97M-V with the def2-TZVPD basis set.

Its total energy is -2574.791 eV. Its highest occupied orbital energy is -10.0 eV. The orbital gap is 11.32 eV. The calculation puts the relative energy (zero: lowest compared OMol25 entry of this formula, charge and spin) at 0.9 kcal/mol.

Structure (ORCA input):
```
! wB97M-V def2-TZVPD RIJCOSX def2/J DEFGRID3
* xyz 0 1
C -0.45 0.30 0.21
N 0.47 -0.33 -0.36
H -1.24 0.69 -0.43
H -0.56 0.49 1.28
H 1.20 -0.73 0.23
*
```

---

Computed, not measured: a gas-phase ion, CH3N2O (charge +1) in a non-equilibrium geometry, with ωB97M-V with the def2-TZVPD basis set.

Its total energy is -6100.493 eV. Its highest occupied orbital energy (alpha / beta) is -15.8 / -15.8 eV. The orbital gap (alpha / beta) is 8.86 / 8.86 eV. The calculation puts the relative energy (zero: lowest compared OMol25 entry of this formula, charge and spin) at 98.9 kcal/mol.

Structure (ORCA input):
```
! wB97M-V def2-TZVPD RIJCOSX def2/J DEFGRID3
* xyz 1 1
N -0.44 0.97 -0.61
C 0.00 0.26 0.32
N 0.37 -0.88 0.71
O 1.17 -1.51 0.06
H -1.06 0.49 -1.48
H -0.17 1.86 -0.72
H 0.14 -1.20 1.72
*
```

---

Computed, not measured: a gas-phase ion, CH3N2O2 (charge +1) in a non-equilibrium geometry, with ωB97M-V with the def2-TZVPD basis set.

Its total energy is -8149.803 eV. Its highest occupied orbital energy is -17.2 eV. The orbital gap is 10.26 eV. The calculation puts the relative energy (zero: lowest compared OMol25 entry of this formula, charge and spin) at 30.7 kcal/mol.

Structure (ORCA input):
```
! wB97M-V def2-TZVPD RIJCOSX def2/J DEFGRID3
* xyz 1 1
N -0.90 -0.18 0.79
N -0.37 -0.26 -0.38
O -0.86 -0.78 -1.32
C 1.13 0.46 -0.53
O 1.67 0.84 0.41
H -0.28 0.22 1.50
H -1.61 -0.83 1.15
H 1.23 0.53 -1.62
*
```

---

Computed, not measured: a gas-phase ion, CH3N2O2 (charge +1) in a non-equilibrium geometry, with ωB97M-V with the def2-TZVPD basis set.

Its total energy is -8148.527 eV. Its highest occupied orbital energy is -17.2 eV. The orbital gap is 10.25 eV. The calculation puts the relative energy (zero: lowest compared OMol25 entry of this formula, charge and spin) at 60.1 kcal/mol.

Structure (ORCA input):
```
! wB97M-V def2-TZVPD RIJCOSX def2/J DEFGRID3
* xyz 1 1
N -0.23 -0.40 0.24
C 0.70 0.24 -0.35
N 2.22 0.05 -0.05
O 2.75 1.03 0.24
O 2.61 -1.09 -0.07
H -1.19 0.01 0.05
H -0.12 -1.39 0.77
H 0.48 1.13 -1.01
*
```

---

Computed, not measured: 2 unconnected molecules or ions with the total composition CH3N2O2 in a non-equilibrium geometry, with ωB97M-V with the def2-TZVPD basis set.

Its total energy is -8147.954 eV. The expectation value of S² is 2.007. Its highest occupied orbital energy (alpha / beta) is -11.2 / -18.6 eV. The orbital gap (alpha / beta) is 5.87 / 8.44 eV. The calculation puts the relative energy (zero: lowest compared OMol25 entry of this formula, charge and spin) at 5.8 kcal/mol.

Structure (ORCA input):
```
! wB97M-V def2-TZVPD RIJCOSX def2/J DEFGRID3
* xyz 1 3
C 0.22 0.61 -0.27
N 0.94 -2.70 0.34
N -0.65 1.42 0.28
O 0.30 -3.27 -0.31
O 0.46 -0.55 0.12
H 0.72 1.00 -1.18
H -0.85 2.34 -0.09
H -1.14 1.15 1.12
*
```

---

Computed, not measured: 2 unconnected molecules or ions with the total composition CH3N2O2P in a non-equilibrium geometry, with ωB97M-V with the def2-TZVPD basis set.

Its total energy is -17444.045 eV. Its highest occupied orbital energy is -8.9 eV. The orbital gap is 8.17 eV. The calculation puts the relative energy (zero: lowest compared OMol25 entry of this formula, charge and spin) at 154.8 kcal/mol.

Structure (ORCA input):
```
! wB97M-V def2-TZVPD RIJCOSX def2/J DEFGRID3
* xyz 0 1
O -1.20 1.88 1.78
N -0.40 2.12 0.92
P 0.64 2.15 -0.15
C 0.26 -1.32 -0.12
N 0.34 -0.20 -1.03
O -0.64 0.13 -1.67
H 0.90 -1.23 0.76
H 0.75 -2.09 -0.72
H -0.66 -1.44 0.23
*
```

---

Computed, not measured: a gas-phase ion, CH3N2O2S (charge +1) in a non-equilibrium geometry, with ωB97M-V with the def2-TZVPD basis set.

Its total energy is -18980.751 eV. Its highest occupied orbital energy is -15.6 eV. The orbital gap is 8.94 eV. The calculation puts the relative energy (zero: lowest compared OMol25 entry of this formula, charge and spin) at 157.0 kcal/mol.

Structure (ORCA input):
```
! wB97M-V def2-TZVPD RIJCOSX def2/J DEFGRID3
* xyz 1 1
C 0.73 1.51 -1.16
N 0.33 0.33 -0.40
N -0.38 0.14 0.93
O -0.99 -1.80 -1.40
O 0.83 -2.06 0.29
S -0.04 -1.32 -0.51
H 0.50 2.25 -0.46
H -1.21 0.72 0.99
H 0.23 0.22 1.74
*
```

---

Computed, not measured: 2 unconnected molecules or ions with the total composition CH3N2O3S in a non-equilibrium geometry, with ωB97M-V with the def2-TZVPD basis set.

Its total energy is -21041.885 eV. Its highest occupied orbital energy (alpha / beta) is -4.4 / -2.2 eV. The orbital gap (alpha / beta) is 7.32 / 3.08 eV. The calculation puts the relative energy (zero: lowest compared OMol25 entry of this formula, charge and spin) at 73.3 kcal/mol.

Structure (ORCA input):
```
! wB97M-V def2-TZVPD RIJCOSX def2/J DEFGRID3
* xyz -1 1
C -1.62 -0.91 2.13
N -1.52 -0.81 0.45
N -0.64 -0.02 0.01
O -2.44 -1.70 2.53
O -0.63 -0.30 2.55
O 1.81 1.28 -2.45
S 2.29 2.85 -2.14
H -2.19 -1.45 -0.07
H -0.15 0.34 0.89
H 1.10 1.11 -1.85
*
```

---

Computed, not measured: 2 unconnected molecules or ions with the total composition CH3N2O3S in a non-equilibrium geometry, with ωB97M-V with the def2-TZVPD basis set.

Its total energy is -21040.501 eV. Its highest occupied orbital energy (alpha / beta) is -5.1 / -5.0 eV. The orbital gap (alpha / beta) is 8.89 / 8.79 eV. The calculation puts the relative energy (zero: lowest compared OMol25 entry of this formula, charge and spin) at 105.2 kcal/mol.

Structure (ORCA input):
```
! wB97M-V def2-TZVPD RIJCOSX def2/J DEFGRID3
* xyz -1 1
C 0.10 0.68 0.03
N -1.02 0.07 -0.16
N -3.03 -0.13 -0.25
O 2.33 0.35 1.10
O 1.45 -1.68 0.08
O 2.20 0.16 -1.35
S 1.71 -0.24 -0.07
H 0.30 1.61 0.36
H -0.95 -0.90 -0.53
H -3.10 0.08 0.80
*
```

---

Computed, not measured: 2 unconnected molecules or ions with the total composition CH3N2O3S in a non-equilibrium geometry, with ωB97M-V with the def2-TZVPD basis set.

Its total energy is -21042.173 eV. The expectation value of S² is 2.008. Its highest occupied orbital energy (alpha / beta) is -2.5 / -4.9 eV. The orbital gap (alpha / beta) is 5.95 / 7.16 eV. The calculation puts the relative energy (zero: lowest compared OMol25 entry of this formula, charge and spin) at 0.0 kcal/mol.

Structure (ORCA input):
```
! wB97M-V def2-TZVPD RIJCOSX def2/J DEFGRID3
* xyz -1 3
C -1.13 -0.18 1.09
N -0.70 0.54 -0.21
N -0.49 -0.08 -1.31
O -1.59 0.60 1.90
O -0.95 -1.38 1.02
O 2.21 0.43 -0.05
S 2.09 -0.16 -1.62
H -0.78 1.55 -0.27
H -0.46 -1.09 -1.09
H 1.79 -0.22 0.53
*
```

---

Computed, not measured: 2 unconnected molecules or ions with the total composition CH3N2O4 in a non-equilibrium geometry, with ωB97M-V with the def2-TZVPD basis set.

Its total energy is -12251.071 eV. Its highest occupied orbital energy (alpha / beta) is -3.3 / -3.3 eV. The orbital gap (alpha / beta) is 7.19 / 7.19 eV. The calculation puts the relative energy (zero: lowest compared OMol25 entry of this formula, charge and spin) at 86.9 kcal/mol.

Structure (ORCA input):
```
! wB97M-V def2-TZVPD RIJCOSX def2/J DEFGRID3
* xyz -1 1
C 2.16 0.05 -0.53
N -0.86 0.01 0.56
N -2.01 -0.03 0.03
O -2.37 -1.02 -0.64
O -2.65 1.04 0.16
O 2.60 0.91 0.25
O 0.05 -0.91 0.78
H 2.41 -0.97 -0.43
H 1.47 0.06 -1.32
H -0.79 0.86 1.14
*
```

---

Computed, not measured: 2 unconnected molecules or ions with the total composition CH3N2OP in a non-equilibrium geometry, with ωB97M-V with the def2-TZVPD basis set.

Its total energy is -15399.040 eV. Its highest occupied orbital energy is -8.9 eV. The orbital gap is 8.66 eV. The calculation puts the relative energy (zero: lowest compared OMol25 entry of this formula, charge and spin) at 74.0 kcal/mol.

Structure (ORCA input):
```
! wB97M-V def2-TZVPD RIJCOSX def2/J DEFGRID3
* xyz 0 1
C -0.59 -0.25 0.72
N 0.36 -0.34 1.55
N 1.28 -0.45 2.14
O 1.10 1.57 -1.74
P 0.69 0.17 -1.57
H -0.77 -1.17 0.14
H -1.40 0.41 1.05
H -0.67 0.05 -2.29
*
```

---

Computed, not measured: 2 unconnected molecules or ions with the total composition CH3N2OS in a non-equilibrium geometry, with ωB97M-V with the def2-TZVPD basis set.

Its total energy is -16934.292 eV. Its highest occupied orbital energy (alpha / beta) is -14.1 / -13.4 eV. The orbital gap (alpha / beta) is 8.40 / 5.91 eV. The calculation puts the relative energy (zero: lowest compared OMol25 entry of this formula, charge and spin) at 100.2 kcal/mol.

Structure (ORCA input):
```
! wB97M-V def2-TZVPD RIJCOSX def2/J DEFGRID3
* xyz 1 1
C 0.60 -0.10 -0.29
N -0.22 -1.21 -0.23
N 0.00 1.06 -0.01
O -1.30 0.92 0.34
S -1.87 -0.68 0.21
H 1.73 0.01 -0.57
H 0.02 -2.23 -0.31
H 1.03 2.22 0.86
*
```

---

Computed, not measured: a single CH3N2PS molecule in a non-equilibrium geometry, with ωB97M-V with the def2-TZVPD basis set.

Its total energy is -24186.431 eV. Its highest occupied orbital energy (alpha / beta) is -8.4 / -8.4 eV. The orbital gap (alpha / beta) is 7.32 / 7.32 eV. The calculation puts the relative energy (zero: lowest compared OMol25 entry of this formula, charge and spin) at 83.2 kcal/mol.

Structure (ORCA input):
```
! wB97M-V def2-TZVPD RIJCOSX def2/J DEFGRID3
* xyz 0 1
C 1.87 -0.01 -0.30
N 0.74 -0.49 -0.59
N -0.43 -0.31 -0.47
P -1.65 0.19 0.45
S -3.30 0.91 -0.12
H 1.84 0.93 0.36
H 2.82 -0.32 -0.51
H -1.89 -0.90 1.18
*
```

---

Computed, not measured: 2 unconnected molecules or ions with the total composition CH3N2S in a non-equilibrium geometry, with ωB97M-V with the def2-TZVPD basis set.

Its total energy is -14888.264 eV. Its highest occupied orbital energy (alpha / beta) is -14.4 / -15.8 eV. The orbital gap (alpha / beta) is 6.43 / 10.35 eV. The calculation puts the relative energy (zero: lowest compared OMol25 entry of this formula, charge and spin) at 80.0 kcal/mol.

Structure (ORCA input):
```
! wB97M-V def2-TZVPD RIJCOSX def2/J DEFGRID3
* xyz 1 1
C -0.47 -0.14 -0.02
N -0.70 1.07 -0.31
N 0.44 -1.04 -0.11
S -2.11 0.24 0.26
H 1.21 2.68 0.38
H 1.29 -0.87 -0.59
H 0.33 -1.92 0.39
*
```

---

Computed, not measured: 2 unconnected molecules or ions with the total composition CH3N3O2S in a non-equilibrium geometry, with ωB97M-V with the def2-TZVPD basis set.

Its total energy is -20481.477 eV. Its highest occupied orbital energy is -9.5 eV. The orbital gap is 9.64 eV. The calculation puts the relative energy (zero: lowest compared OMol25 entry of this formula, charge and spin) at 94.6 kcal/mol.

Structure (ORCA input):
```
! wB97M-V def2-TZVPD RIJCOSX def2/J DEFGRID3
* xyz 0 1
C 0.77 0.87 -0.01
N -0.16 1.54 0.07
N -0.75 -1.26 -0.56
N 2.15 0.69 0.03
O -2.80 -1.21 0.86
O -1.36 1.59 0.00
S -2.14 -0.64 -0.31
H -0.58 -1.96 0.30
H 2.39 -0.17 0.58
H 2.49 0.53 -0.96
*
```

---

Computed, not measured: a single CH3N3OS molecule in a non-equilibrium geometry, with ωB97M-V with the def2-TZVPD basis set.

Its total energy is -18435.556 eV. Its highest occupied orbital energy (alpha / beta) is -7.9 / -8.0 eV. The orbital gap (alpha / beta) is 7.85 / 7.85 eV. The calculation puts the relative energy (zero: lowest compared OMol25 entry of this formula, charge and spin) at 79.4 kcal/mol.

Structure (ORCA input):
```
! wB97M-V def2-TZVPD RIJCOSX def2/J DEFGRID3
* xyz 0 1
C 0.85 -0.11 0.33
N 0.46 1.49 0.20
N -0.53 1.83 -0.32
N 0.00 -0.78 -0.66
O -1.92 -0.64 0.92
S -1.63 -0.54 -0.48
H 1.82 -0.38 0.14
H 0.53 -0.29 1.46
H 0.43 -0.58 -1.59
*
```

---

Computed, not measured: a single CH3N3P2 molecule in a non-equilibrium geometry, with ωB97M-V with the def2-TZVPD basis set.

Its total energy is -24129.489 eV. Its highest occupied orbital energy is -9.7 eV. The orbital gap is 8.60 eV. The calculation puts the relative energy (zero: lowest compared OMol25 entry of this formula, charge and spin) at 22.3 kcal/mol.

Structure (ORCA input):
```
! wB97M-V def2-TZVPD RIJCOSX def2/J DEFGRID3
* xyz 0 1
P -1.94 -0.30 -1.02
P 0.07 -1.03 -0.55
C 1.33 0.27 -0.14
N 1.51 0.30 1.14
N 0.60 -0.44 1.79
N -0.15 -1.20 1.08
H -0.98 0.93 -1.73
H -2.10 0.44 0.18
H 1.67 1.03 -0.75
*
```